(1)
Density functional theory data (the ωB97M-V functional and the def2-TZVPD basis) for C17H20BrNO3 in the gas phase.

XYZ file:
```
42
C17H20BrNO3, DFT the ωB97M-V functional and the def2-TZVPD basis
O 2.518 -1.669 -0.392
C 2.744 -0.318 -0.743
C 2.569 0.529 0.532
O 1.677 1.604 0.368
C 0.343 1.347 0.280
C -0.470 2.497 0.139
C -1.824 2.388 0.049
C -2.450 1.122 0.092
C -3.848 0.978 0.001
C -4.404 -0.270 0.047
Br -6.299 -0.467 -0.078
C -3.617 -1.423 0.183
C -2.260 -1.299 0.273
C -1.638 -0.033 0.231
C -0.238 0.103 0.321
C 4.115 -0.079 -1.399
N 5.205 -0.053 -0.446
C 5.512 -1.361 0.113
C 6.587 -1.204 1.187
O 7.756 -0.616 0.666
C 7.463 0.641 0.107
C 6.415 0.531 -1.000
H 2.685 -2.227 -1.160
H 1.978 -0.006 -1.473
H 3.527 0.982 0.797
H 2.250 -0.130 1.347
H 0.022 3.457 0.110
H -2.438 3.270 -0.058
H -4.466 1.857 -0.104
H -4.092 -2.391 0.216
H -1.642 -2.179 0.379
H 0.353 -0.794 0.416
H 4.271 -0.841 -2.187
H 4.078 0.901 -1.882
H 4.610 -1.777 0.560
H 5.880 -2.050 -0.670
H 6.883 -2.178 1.580
H 6.190 -0.584 2.004
H 8.403 1.028 -0.290
H 7.088 1.319 0.888
H 6.186 1.527 -1.384
H 6.821 -0.083 -1.824
```

HOMO = -8.06 eV
2S+1 = 1
ΔE to the lowest compared entry with this formula, charge and spin = 164.2 kJ/mol
SMILES = O[C@@H](COc1ccc2cc(Br)ccc2c1)CN1CCOCC1

Results of the Mulliken charge analysis, in e, for atoms 1 through 2:
1 O -0.61
2 C 0.37

=====

(2)
Density functional theory data (the ωB97M-V functional and the def2-TZVPD basis) for a molecular structure, C24H60F6MnN4O8P at a distorted geometry.

XYZ file:
```
104
C24H60F6MnN4O8P, DFT the ωB97M-V functional and the def2-TZVPD basis
Mn -0.085 3.262 -0.283
P -1.126 -0.117 -1.220
F -1.440 -0.877 0.181
F -2.686 0.383 -1.207
F -0.819 1.234 -0.290
F -0.988 0.594 -2.649
F 0.421 -0.543 -1.193
F -1.437 -1.503 -2.022
C -3.792 2.208 0.947
O -2.724 3.152 0.784
C -3.203 4.421 0.353
C -2.912 4.564 -1.113
N -1.472 4.444 -1.531
C -1.429 3.724 -2.823
C 0.002 3.540 -3.280
O 0.693 2.785 -2.266
C 2.081 2.744 -2.737
H -4.507 2.152 0.121
H -4.310 2.450 1.877
H -3.329 1.222 0.932
H -2.785 5.237 0.952
H -4.277 4.497 0.530
H -3.329 5.518 -1.457
H -3.552 3.861 -1.650
H -1.252 5.402 -1.790
H -1.992 4.329 -3.545
H -1.920 2.750 -2.805
H 0.400 4.553 -3.404
H -0.056 3.030 -4.242
H 2.441 3.715 -3.068
H 2.110 1.929 -3.459
H 2.645 2.434 -1.858
C -2.501 -1.603 5.156
O -1.388 -0.795 4.777
C -0.872 -1.135 3.482
C -0.196 -2.511 3.394
N 0.870 -2.476 4.409
C 1.454 -3.729 4.806
C 1.880 -4.624 3.619
O 0.730 -5.402 3.293
C 0.992 -6.551 2.516
H -2.756 -2.481 4.565
H -3.350 -0.913 5.191
H -2.315 -1.940 6.179
H -0.253 -0.315 3.125
H -1.777 -1.159 2.861
H 0.318 -2.619 2.433
H -0.899 -3.351 3.408
H 0.610 -1.800 5.109
H 0.722 -4.307 5.384
H 2.343 -3.622 5.432
H 2.615 -5.339 3.995
H 2.213 -3.985 2.797
H 0.199 -7.271 2.703
H 1.991 -6.951 2.710
H 0.973 -6.332 1.441
C -0.304 -7.056 -2.985
O 0.908 -6.331 -3.012
C 0.976 -5.285 -2.016
C 2.151 -4.458 -2.370
N 2.078 -3.597 -3.590
C 1.405 -2.309 -3.284
C 0.878 -1.556 -4.506
O 0.080 -2.371 -5.339
C -1.287 -2.348 -4.902
H -1.137 -6.352 -2.893
H -0.322 -7.795 -2.178
H -0.415 -7.564 -3.942
H 1.098 -5.891 -1.109
H 0.022 -4.744 -1.982
H 2.998 -5.090 -2.648
H 2.532 -3.832 -1.556
H 1.264 -4.001 -4.072
H 2.077 -1.705 -2.666
H 0.530 -2.527 -2.656
H 1.799 -1.228 -5.001
H 0.309 -0.681 -4.193
H -1.670 -1.390 -4.548
H -1.359 -3.024 -4.048
H -1.935 -2.694 -5.703
C -0.328 2.649 2.756
O -0.107 3.616 1.745
C 0.102 4.959 2.164
C 0.516 5.860 0.998
N 1.116 5.080 -0.130
C 2.498 4.673 0.201
C 2.697 3.295 0.880
O 1.811 2.303 0.373
C 2.048 1.037 0.944
H 0.645 2.227 3.032
H -0.892 1.826 2.321
H -0.802 2.958 3.688
H 0.920 5.011 2.892
H -0.803 5.312 2.661
H 1.225 6.647 1.253
H -0.371 6.323 0.556
H 1.244 5.751 -0.882
H 3.062 5.371 0.832
H 3.111 4.679 -0.703
H 2.526 3.411 1.952
H 3.731 3.009 0.680
H 1.248 0.302 0.874
H 2.219 1.084 2.028
H 2.936 0.564 0.511
```

HOMO (alpha / beta) = -9.93 / -9.93 eV
2S+1 = 6
ΔE to the lowest compared entry with this formula, charge and spin = 0.0 kJ/mol
Total charge = +1

Results of the Mulliken charge analysis, in e, for atoms 1 through 2:
1 Mn 1.77
2 P 2.04

=====

(3)
Density functional theory data (the ωB97M-V functional and the def2-TZVPD basis) for a molecular structure, C4H8O3 at a distorted geometry.

XYZ file:
```
15
C4H8O3, DFT the ωB97M-V functional and the def2-TZVPD basis
C -0.042 1.068 1.057
C 0.624 1.508 -0.135
C -1.301 -1.434 0.426
C 0.596 -0.107 -0.908
O -0.114 -0.656 0.572
O 1.881 -0.591 -0.868
O -0.092 -0.196 -1.903
H 2.098 -0.873 -1.769
H -1.085 1.346 1.187
H 0.541 0.913 1.956
H 0.039 2.114 -0.816
H 1.656 1.811 -0.006
H -1.026 -2.474 0.245
H -1.859 -1.364 1.361
H -1.916 -1.065 -0.397
```

HOMO = -9.00 eV
2S+1 = 1
ΔE to the lowest compared entry with this formula, charge and spin = 360.2 kJ/mol

Results of the Mulliken charge analysis, in e, for atoms 1 through 2:
1 C -0.18
2 C -0.73

=====

ΔE to the lowest compared entry with this formula, charge and spin of number 2 (C24H60F6MnN4O8P)? 0.0 kJ/mol

=====

What is the formula in the first record? C17H20BrNO3